{"formula": "C26H72O10", "method": "ωB97M-V/def2-TZVPD", "e_above_lowest_kcal_mol": 18.7, "smiles": "CC(C)O.CC(C)O.CC(C)O.CC(C)O.CC(C)O.CC(C)O.CC(C)O.CCO.CCO.CO", "lumo_ev": 0.52, "total_charge": 0, "homo_lumo_gap_ev": 10.03, "symbols": ["C", "C", "C", "O", "H", "H", "H", "H", "H", "H", "H", "H", "C", "C", "C", "O", "H", "H", "H", "H", "H", "H", "H", "H", "C", "C", "C", "O", "H", "H", "H", "H", "H", "H", "H", "H", "C", "C", "C", "O", "H", "H", "H", "H", "H", "H", "H", "H", "C", "C", "C", "O", "H", "H", "H", "H", "H", "H", "H", "H", "C", "C", "C", "O", "H", "H", "H", "H", "H", "H", "H", "H", "C", "C", "C", "O", "H", "H", "H", "H", "H", "H", "H", "H", "C", "C", "O", "H", "H", "H", "H", "H", "H", "C", "C", "O", "H", "H", "H", "H", "H", "H", "C", "O", "H", "H", "H", "H"], "positions_angstrom": [[-0.0190, 3.7488, 1.0972], [0.3528, 5.2088, 0.9273], [-0.7973, 6.1518, 1.2392], [1.4682, 5.4138, 1.8225], [-0.9068, 3.5726, 0.5331], [-0.2934, 3.6658, 2.1531], [0.7330, 3.0462, 0.8001], [0.7158, 5.4129, -0.0805], [-0.4981, 7.1865, 1.4958], [-1.2299, 5.7280, 2.1667], [-1.5394, 6.2246, 0.4364], [1.7240, 6.3535, 1.7311], [3.7718, 3.9069, -0.3673], [3.4572, 2.6797, 0.4333], [2.7464, 1.5679, -0.3580], [4.7004, 2.0082, 0.8685], [2.8522, 4.3724, -0.7216], [4.3396, 3.6729, -1.2401], [4.2736, 4.6369, 0.2723], [2.8281, 2.8967, 1.3084], [1.8889, 1.9344, -0.9198], [2.4609, 0.7637, 0.3453], [3.4015, 1.2030, -1.1410], [5.2428, 2.5508, 1.4476], [2.3256, -3.8226, 1.1807], [3.2955, -4.8789, 1.6916], [2.8695, -5.6521, 2.9250], [3.5097, -5.9159, 0.7100], [1.4007, -4.2962, 0.8509], [2.7089, -3.2205, 0.3374], [2.0280, -3.0457, 1.9074], [4.2040, -4.3273, 1.9627], [3.6224, -6.2868, 3.3207], [1.9736, -6.2314, 2.8643], [2.6246, -4.8954, 3.7038], [3.8638, -5.5040, -0.0772], [3.3453, 0.0113, 3.1716], [1.9600, 0.1585, 3.7666], [2.0001, 0.5365, 5.1966], [1.2074, 1.1101, 2.9547], [3.7570, 1.0549, 3.1907], [3.3595, -0.2549, 2.1080], [3.9446, -0.7011, 3.7530], [1.3584, -0.7466, 3.6116], [2.6034, 1.4337, 5.3315], [2.4486, -0.1301, 5.9736], [0.9448, 0.6713, 5.4917], [1.4716, 2.0191, 3.1177], [-2.2017, 2.7348, -1.8356], [-2.3487, 4.1703, -2.2587], [-1.8453, 4.3870, -3.6630], [-3.7309, 4.6107, -2.2697], [-2.5204, 2.0369, -2.5989], [-2.7651, 2.5293, -0.9210], [-1.1819, 2.4488, -1.6021], [-1.7944, 4.8471, -1.6152], [-0.8030, 4.0242, -3.6772], [-1.8019, 5.4622, -3.9149], [-2.4415, 3.8091, -4.3678], [-4.0735, 4.6226, -1.3750], [-0.6644, -0.9133, -2.9974], [-0.9124, -0.9195, -4.5207], [-1.6392, 0.2667, -5.0564], [0.3652, -1.0943, -5.1666], [-1.6100, -0.8670, -2.4466], [-0.0434, -0.0436, -2.7638], [-0.1020, -1.8177, -2.7239], [-1.5062, -1.7980, -4.7025], [-0.9986, 1.1416, -5.0576], [-2.4909, 0.5313, -4.3989], [-1.9724, 0.1607, -6.1065], [0.2793, -1.5165, -6.0113], [-4.8712, -0.9617, 0.8595], [-4.3369, -1.4503, 2.2260], [-4.9761, -2.7681, 2.5646], [-2.9347, -1.6381, 2.1879], [-5.9523, -1.0238, 0.9034], [-4.3457, -1.5678, 0.1468], [-4.5105, 0.0112, 0.7769], [-4.6461, -0.6826, 2.9777], [-6.0423, -2.6976, 2.4573], [-4.7858, -3.1001, 3.5969], [-4.6049, -3.5793, 1.9511], [-2.5291, -0.7758, 2.0367], [0.2073, -1.1610, 0.7640], [-0.6842, -0.0381, 0.4640], [-1.2501, 0.5778, 1.6494], [1.0877, -0.8949, 1.2921], [0.6328, -1.6083, -0.1310], [-0.3194, -1.9168, 1.3717], [-1.5383, -0.4188, -0.1007], [-0.0975, 0.6932, -0.1077], [-0.4781, 0.6539, 2.2314], [-2.3517, -3.5328, -0.7582], [-2.2416, -4.1583, -2.1634], [-3.0284, -3.4149, -3.0915], [-1.6153, -4.0037, -0.0972], [-3.3666, -3.6273, -0.4129], [-2.0713, -2.5013, -0.7688], [-2.6150, -5.1798, -2.1440], [-1.2163, -4.1054, -2.5065], [-3.2040, -3.9766, -3.8538], [2.0208, -3.8368, -2.5383], [2.5403, -2.5514, -2.2244], [2.9249, -4.4623, -2.5647], [1.4465, -4.2255, -1.6860], [1.4997, -3.8226, -3.4921], [2.5561, -2.0601, -3.0592]], "forces_ev_per_angstrom": [[-0.6, 1.3, 0.6], [1.0, 0.1, -0.3], [-0.2, -0.1, 1.1], [-0.1, 0.9, -0.2], [-0.7, -0.4, -0.4], [0.1, -0.5, 0.0], [0.5, -0.2, 0.0], [0.0, -0.1, -0.3], [0.2, -0.5, -0.3], [-0.3, 0.4, -0.5], [0.1, -0.3, 0.2], [-0.1, -0.7, 0.2], [-0.7, 0.5, 0.6], [0.6, -1.6, 0.2], [0.2, 0.3, 0.3], [-0.8, 0.2, -0.3], [-0.2, 0.1, 0.1], [0.7, -0.2, -0.5], [0.2, 0.0, -0.2], [0.4, 0.3, -0.1], [-0.4, 0.2, 0.3], [0.1, 0.3, -0.6], [0.4, -0.3, 0.1], [-0.3, 0.4, 0.0], [-0.6, 0.5, -0.2], [-0.2, -0.5, 0.0], [-0.8, 2.2, 1.1], [0.2, 0.7, 0.3], [-0.1, -0.1, -0.1], [0.2, -0.5, 0.1], [0.3, -0.6, 0.2], [0.4, -0.4, -0.3], [0.9, -0.5, 0.1], [-0.7, -0.4, -0.7], [0.3, -0.4, -0.2], [0.1, 0.1, -0.4], [0.2, 1.0, -0.2], [0.0, -0.9, -1.7], [-0.6, 0.3, 1.8], [0.0, -0.4, 0.5], [0.2, -1.0, 0.2], [-0.2, -0.2, 0.3], [0.0, 0.3, -0.2], [0.2, 0.0, 0.2], [-0.3, 0.5, -0.1], [-0.3, -0.2, -1.2], [0.5, 0.4, 0.3], [0.2, 0.1, 0.2], [-0.1, -0.4, 0.7], [-0.8, 0.6, -0.5], [1.0, 0.3, 0.1], [0.5, -0.3, -0.2], [-0.4, 0.0, -0.3], [-0.1, 0.0, -0.1], [0.4, 0.2, 0.0], [0.2, 0.0, 0.4], [-0.3, 0.0, -0.3], [-0.3, -0.6, 0.0], [0.0, 0.2, -0.1], [0.0, -0.1, 0.2], [0.3, 0.3, -0.9], [0.4, -0.9, 0.5], [-0.6, 1.1, -0.1], [0.3, 0.4, 1.0], [0.2, 0.0, -0.2], [0.0, 0.0, 0.2], [-0.3, 0.3, 0.0], [-0.4, -0.6, -0.2], [0.3, 0.2, 0.1], [0.2, -0.3, -0.5], [0.0, -0.2, 0.6], [-0.3, -0.2, -0.6], [0.6, -1.3, 1.8], [-0.6, 0.2, -0.2], [0.3, -0.5, 1.1], [-0.3, 0.0, 0.2], [-0.1, 0.1, -0.6], [-0.4, -0.4, -0.8], [0.2, 2.0, -0.6], [0.4, -0.5, -0.2], [-0.6, 0.0, -0.1], [0.1, 0.3, -0.2], [0.1, 0.0, -0.5], [0.4, 0.3, 0.1], [0.1, -1.9, 0.5], [-0.8, 1.0, -0.1], [0.5, -0.5, -0.7], [0.8, 0.7, 0.8], [-0.4, -0.2, -0.4], [0.2, 0.1, -0.4], [0.1, 0.4, -0.2], [-0.5, 0.2, -0.1], [-0.1, 0.4, 0.4], [0.6, -0.9, -1.0], [-0.3, 0.7, 0.6], [-0.4, 0.2, -0.1], [-0.4, -0.2, 0.1], [-0.3, -0.1, 0.4], [0.0, 0.8, -0.2], [0.3, -0.3, 0.1], [0.5, -0.4, 0.0], [0.0, 0.1, 0.1], [1.4, -0.3, 0.7], [-0.5, 0.8, -0.3], [-0.5, -0.5, -0.5], [-0.3, 0.3, -0.4], [-0.3, -0.3, 0.1], [0.0, 0.1, 0.4]], "mulliken_charge": [-0.324, 0.450, -1.277, -0.524, 0.367, 0.338, -0.630, 0.184, 0.380, 0.341, 0.254, 0.375, -1.509, 1.334, -0.896, -0.582, 0.153, 0.430, 0.410, -0.198, 0.199, -0.285, 0.608, 0.365, -0.595, 0.529, -1.510, -0.563, 0.214, 0.259, -0.017, 0.208, 0.393, 0.382, 0.319, 0.315, -1.108, 0.784, -1.560, -0.538, 0.238, 0.120, 0.443, 0.256, 0.359, 0.383, 0.358, 0.233, -0.587, 1.216, -1.499, -0.609, 0.232, 0.378, -0.124, -0.378, 0.301, 0.396, 0.353, 0.332, -0.117, 0.345, -1.379, -0.580, 0.191, 0.383, -0.410, 0.266, 0.302, 0.279, 0.405, 0.335, -1.114, 0.672, -1.511, -0.477, 0.484, 0.080, 0.291, 0.296, 0.435, 0.350, 0.283, 0.389, 0.325, 0.985, -0.823, -0.636, 0.111, 0.439, -0.007, -0.865, 0.373, 0.178, -0.413, -0.553, 0.262, 0.292, -0.698, 0.532, 0.131, 0.287, -0.535, -0.444, 0.242, 0.140, 0.322, 0.283]}


{"formula": "C26H73N3O16", "method": "ωB97M-V/def2-TZVPD", "e_above_lowest_kcal_mol": 0.0, "smiles": "COCCNCCOC.COCCNCCOC.COCCNCCOC.OCCO.OCCO.OCCO.OCCO.O.O", "lumo_ev": 0.47, "total_charge": 0, "homo_lumo_gap_ev": 8.57, "symbols": ["C", "O", "C", "C", "N", "C", "C", "O", "C", "H", "H", "H", "H", "H", "H", "H", "H", "H", "H", "H", "H", "H", "H", "H", "C", "O", "C", "C", "N", "C", "C", "O", "C", "H", "H", "H", "H", "H", "H", "H", "H", "H", "H", "H", "H", "H", "H", "H", "C", "O", "C", "C", "N", "C", "C", "O", "C", "H", "H", "H", "H", "H", "H", "H", "H", "H", "H", "H", "H", "H", "H", "H", "O", "C", "C", "O", "H", "H", "H", "H", "H", "H", "O", "C", "C", "O", "H", "H", "H", "H", "H", "H", "O", "C", "C", "O", "H", "H", "H", "H", "H", "H", "O", "C", "C", "O", "H", "H", "H", "H", "H", "H", "O", "H", "H", "O", "H", "H"], "positions_angstrom": [[10.6436, -3.8744, -12.0331], [9.7266, -4.7707, -11.4399], [8.3700, -4.3345, -11.4017], [7.6221, -5.3420, -10.5434], [8.0796, -5.2044, -9.1721], [7.3188, -6.0635, -8.2614], [7.6417, -5.7693, -6.7935], [8.9792, -5.5741, -6.4082], [9.8056, -6.6866, -6.7420], [10.3626, -3.6765, -13.0784], [11.5816, -4.4117, -11.9471], [10.6339, -2.8627, -11.6149], [8.0259, -4.4785, -12.4375], [8.1898, -3.2759, -11.2129], [7.6795, -6.3103, -11.0533], [6.5659, -5.0617, -10.5584], [9.0610, -5.3945, -9.0210], [7.3359, -7.1208, -8.5628], [6.2435, -5.8598, -8.3189], [7.1339, -6.5152, -6.1730], [7.1449, -4.8157, -6.6194], [10.8570, -6.5422, -6.5010], [9.7484, -6.8559, -7.8204], [9.4499, -7.5395, -6.1567], [16.5724, 8.1584, -5.9844], [16.5584, 6.7767, -5.8131], [16.9465, 6.0598, -6.9855], [16.6076, 4.5788, -6.8472], [15.2087, 4.4999, -6.4944], [14.7299, 3.1506, -6.2000], [13.1941, 3.1610, -6.0739], [12.5780, 2.7413, -7.2735], [12.1177, 1.4054, -7.2106], [15.6114, 8.5759, -6.3117], [17.2971, 8.5701, -6.6959], [16.7775, 8.6413, -5.0271], [18.0126, 6.2936, -7.0739], [16.5021, 6.4001, -7.9261], [17.2567, 4.1384, -6.0698], [16.7922, 4.0718, -7.7973], [15.0804, 5.1627, -5.7372], [15.1749, 2.8387, -5.2437], [15.0684, 2.5495, -7.0438], [12.8603, 4.1751, -5.8442], [12.8950, 2.5467, -5.2177], [11.6721, 1.2345, -8.1969], [11.3322, 1.2239, -6.4738], [12.9639, 0.7132, -7.1268], [13.0961, -6.2192, -8.3210], [12.4448, -5.1608, -7.6835], [11.7664, -4.2201, -8.4982], [10.7818, -3.4480, -7.6439], [11.4043, -2.7946, -6.5050], [10.3778, -2.2745, -5.5776], [10.8989, -1.7444, -4.2507], [10.9879, -0.3553, -4.2512], [11.6276, 0.1664, -3.1042], [13.7455, -6.7292, -7.6051], [13.7211, -6.0310, -9.1973], [12.3372, -6.9831, -8.5445], [11.2950, -4.7453, -9.3395], [12.5003, -3.5872, -9.0106], [10.0185, -4.1783, -7.3465], [10.2727, -2.6710, -8.2161], [11.9651, -3.4851, -6.0041], [9.5587, -2.9846, -5.4376], [10.0455, -1.4076, -6.1614], [11.8566, -2.2376, -4.0231], [10.2010, -2.0906, -3.4782], [11.7799, 1.2383, -3.1992], [12.6265, -0.2949, -3.0806], [11.0693, -0.0949, -2.1991], [13.3140, 4.1024, -12.8290], [12.3734, 3.6328, -13.7795], [10.9682, 3.7026, -13.2383], [10.0285, 3.1612, -14.1362], [12.9720, 4.6547, -12.1196], [12.4699, 4.2590, -14.6735], [12.6755, 2.6145, -14.0366], [10.8093, 4.7426, -12.9166], [10.9313, 3.1331, -12.2974], [9.1689, 3.1386, -13.7088], [13.9919, -3.5742, -13.0998], [14.8677, -4.6082, -12.6694], [16.1644, -4.5384, -13.4797], [16.9255, -3.3877, -13.1229], [13.4500, -3.8022, -13.8559], [15.0407, -4.4652, -11.6036], [14.3438, -5.5565, -12.8367], [15.9196, -4.5555, -14.5470], [16.8192, -5.3902, -13.2871], [16.2783, -2.6672, -13.1687], [19.1430, 0.3944, -7.6752], [17.7770, 0.7794, -7.8131], [16.8678, -0.4524, -7.7024], [15.6670, -0.1042, -8.3633], [19.6647, 1.1199, -8.0285], [17.4530, 1.4789, -7.0348], [17.6243, 1.2454, -8.7883], [16.6845, -0.6655, -6.6443], [17.3279, -1.3298, -8.1677], [14.9699, -0.7014, -8.0324], [12.3778, -1.0265, -9.8156], [13.1811, -0.8474, -10.9694], [12.6878, 0.3496, -11.7652], [12.9776, 1.5504, -11.0818], [12.6735, -0.4232, -9.1262], [14.2305, -0.6811, -10.7103], [13.1514, -1.7312, -11.6044], [11.6124, 0.1984, -11.9330], [13.0818, 0.3624, -12.7875], [13.0960, 2.2632, -11.7224], [15.0868, 2.5079, -9.5661], [15.2127, 2.0260, -8.7405], [14.2436, 2.1679, -9.9155], [14.0728, -1.7838, -6.7859], [13.0943, -1.9290, -6.8465], [14.3683, -2.4140, -6.1228]], "forces_ev_per_angstrom": [[-0.8, -0.1, -0.5], [-0.2, 0.7, 0.9], [0.0, -1.3, -1.8], [0.2, 1.6, 0.0], [-1.0, -0.8, 0.7], [0.1, -0.1, -0.1], [-0.7, 0.4, -0.2], [0.5, -0.4, -0.1], [-0.5, -0.2, 0.3], [0.2, -0.4, -0.2], [0.4, 0.6, -0.2], [0.3, -0.2, 0.7], [-0.4, 0.1, 0.0], [0.4, 0.0, 0.8], [0.3, -0.3, 0.4], [-0.1, 0.0, 0.0], [0.1, 0.1, -0.6], [0.6, -0.2, 0.3], [0.1, 0.4, -0.2], [0.2, -0.2, 0.1], [0.2, 0.1, 0.3], [-0.2, 0.6, 0.2], [0.0, -0.5, 0.0], [0.0, -0.3, -0.4], [-0.4, 1.3, 0.2], [-0.3, -0.4, -0.5], [0.7, 0.1, -0.2], [0.3, 0.5, 0.6], [-0.1, 0.2, -0.5], [0.0, 1.4, 0.5], [0.6, -0.2, 0.0], [-0.5, 0.0, 0.6], [0.1, 0.1, -1.3], [-0.2, -0.4, -0.1], [0.3, -0.6, 0.0], [0.1, -0.2, 0.1], [0.2, -0.6, -0.3], [-0.5, 0.4, 0.3], [0.0, -0.1, -0.1], [0.0, 0.0, 0.0], [-0.3, -0.3, 0.1], [0.1, -0.6, -0.2], [-0.2, -0.4, 0.5], [0.1, 0.1, -0.2], [-0.1, -0.2, -0.2], [-0.1, -0.1, 0.1], [0.3, 0.1, 0.3], [-0.1, -0.1, 0.5], [-0.4, -1.3, 0.4], [0.5, 0.5, 0.7], [0.7, 0.1, -1.0], [-0.3, -0.5, -0.5], [0.7, -0.5, 1.1], [0.4, 1.0, -1.3], [-0.2, -1.1, 0.1], [-0.1, 0.8, -0.4], [0.6, -0.9, -0.3], [0.1, 0.4, 0.2], [-0.3, 0.6, -0.1], [0.1, 0.0, -0.6], [-0.6, 0.0, 0.2], [0.1, 0.3, 0.3], [0.1, 0.5, 0.2], [0.1, -0.1, -0.3], [-0.2, -0.1, -0.2], [0.0, 0.0, 0.0], [-0.8, 0.0, 0.5], [0.2, 0.3, 0.0], [0.0, 0.2, 0.2], [-0.4, 0.0, -0.1], [0.0, 0.1, 0.5], [0.1, 0.2, 0.1], [0.7, -0.5, 0.4], [0.1, 0.5, -0.4], [0.1, -0.4, 1.3], [0.1, 0.4, -0.4], [-0.4, 0.1, -0.2], [-0.2, -0.2, -0.1], [-0.2, 0.0, 0.0], [-0.4, 0.1, -0.5], [0.2, -0.1, 0.0], [0.0, 0.0, 0.0], [-0.1, 1.1, 0.6], [-0.3, -0.5, -1.1], [0.3, -0.2, 0.7], [-0.8, 0.0, -0.3], [0.2, -0.4, -0.1], [0.1, 0.1, 0.0], [0.4, -0.2, 0.2], [0.0, 0.1, 0.0], [-0.2, -0.1, 0.1], [0.4, 0.1, 0.1], [-0.2, 0.1, 0.2], [-0.2, -0.5, -0.1], [0.3, 0.4, -0.1], [-0.5, -0.2, 0.1], [0.1, -0.1, 0.1], [0.2, 0.2, 0.0], [-0.2, 0.0, 0.0], [0.0, -0.1, 0.0], [0.1, 0.1, 0.0], [0.3, 0.1, 0.1], [0.0, -0.4, 0.1], [0.4, 0.8, -0.4], [-0.3, -0.6, -0.6], [-0.4, 0.1, -0.1], [0.0, 0.1, -0.1], [0.0, 0.0, 0.2], [-0.3, -0.2, 0.2], [-0.2, 0.3, 0.4], [0.5, -0.1, 0.1], [0.1, 0.2, 0.0], [-0.1, 0.2, 0.0], [0.0, -0.2, -0.4], [0.4, 0.0, 0.1], [-0.5, 0.1, -0.1], [0.3, -0.1, 0.1], [0.1, 0.0, -0.1]], "mulliken_charge": [-0.781, -0.334, -0.689, -0.726, 0.158, -0.799, -0.693, -0.355, -0.821, 0.534, 0.172, 0.289, 0.425, 0.361, 0.344, 0.447, -0.254, 0.335, 0.498, 0.429, 0.350, 0.170, 0.326, 0.399, -0.784, -0.341, -0.758, -0.359, -0.358, 1.134, -0.383, -0.419, -0.660, 0.299, 0.317, 0.250, 0.463, 0.382, 0.272, 0.212, 0.270, 0.360, -1.071, 0.469, -0.095, 0.350, 0.327, 0.209, -0.724, -0.469, -0.585, 0.021, 0.077, -0.532, -0.769, -0.234, -0.803, 0.298, 0.185, 0.287, 0.465, 0.507, -0.520, 0.456, 0.373, 0.079, 0.417, 0.312, 0.444, 0.204, 0.336, 0.327, -0.526, -0.352, -0.200, -0.530, 0.312, 0.306, 0.217, 0.332, 0.193, 0.322, -0.448, -0.269, -0.422, -0.507, 0.251, 0.151, 0.353, 0.241, 0.343, 0.319, -0.570, -0.078, -0.592, -0.166, 0.343, 0.028, 0.310, 0.267, 0.358, 0.191, -0.079, -0.196, -0.399, -0.581, -0.102, 0.190, 0.083, 0.263, 0.464, 0.110, -0.603, 0.069, 0.520, -0.605, 0.458, 0.211]}